Entry 1:
The following is a quantum chemistry calculation of a cluster of 3 separate species, C6H13NO in total in a non-equilibrium geometry, from the OMol25 dataset.

relative energy (zero: lowest compared OMol25 entry of this formula, charge and spin)	1063.7	kJ/mol
LUMO energy	-3.93	eV
Kohn-Sham gap	3.99	eV

XYZ file:
```
21
Properties=species:S:1:pos:R:3:forces:R:3
C -1.251366 0.660622 1.554282 1.949 -1.689 -3.388
O 0.655228 2.707148 0.859663 0.375 -1.182 -0.203
C -1.667483 -0.153239 0.546432 1.593 0.312 -0.979
C -0.882145 -0.086175 -0.788145 -0.104 3.366 4.864
C 0.645794 0.309821 -0.797821 -1.426 -0.996 -1.883
C 1.767590 -1.232417 0.812443 0.377 -0.100 0.085
C 1.600885 0.001371 0.311975 -0.826 0.067 2.237
N -0.763252 -2.222459 -2.098907 0.135 4.586 -0.386
H -1.646758 0.565826 2.493102 -1.345 0.542 2.176
H -0.340944 1.222227 1.309605 -0.395 0.499 0.816
H 0.496780 3.634213 0.764382 -0.216 0.947 -0.131
H -2.504342 -0.839248 0.622942 -0.131 0.193 -0.180
H -1.589804 0.342196 -1.481249 0.435 -0.352 -1.210
H -0.814409 -1.237620 -1.101570 0.120 -4.656 -2.283
H 0.653638 1.429760 -1.017892 -0.046 -0.712 0.133
H 0.975203 -0.357810 -1.667339 -0.121 1.556 0.378
H 2.455060 -1.462408 1.685646 -1.069 0.374 -1.260
H 1.194683 -2.064485 0.349787 0.686 0.350 0.414
H 1.940158 0.896448 0.898366 0.045 -0.772 -0.942
H -0.481756 -3.142143 -2.126596 0.598 -2.692 1.507
H -1.516215 -2.086827 -2.749134 -0.635 0.361 0.234
```
Forces are in eV/Å.

Here are the Löwdin charges for atoms 1 to 4, given in e: 0.1107 -0.3241 -0.0925 -0.1101

Entry 2:
The following is a quantum chemistry calculation of a cluster of 2 separate species, C6H13NO in total in a non-equilibrium geometry, from the OMol25 dataset.

relative energy (zero: lowest compared OMol25 entry of this formula, charge and spin)	166.8	kJ/mol
LUMO energy	0.87	eV
Kohn-Sham gap	8.41	eV
SMILES	C=C/C(C)=C(\C)N.O

XYZ file:
```
21
Properties=species:S:1:pos:R:3:forces:R:3
C 0.157378 1.713458 0.860248 0.733 -2.787 0.441
N -2.084914 -0.020834 1.021132 -0.352 0.079 -0.001
C -1.268230 -0.113682 -0.079874 0.090 0.441 -0.051
C -0.114262 0.599197 -0.144437 0.136 -0.121 -0.129
C 0.942748 0.170517 -1.059372 0.049 0.369 -0.610
C 2.249103 0.420335 -0.948118 0.075 0.683 0.233
C -1.811371 -0.994846 -1.167958 -0.183 0.148 0.196
H 0.218321 1.216638 1.843668 0.245 0.401 0.105
H -0.679424 2.354335 0.921617 -0.616 1.218 -0.176
H 1.134558 2.139678 0.673360 -0.264 0.613 -0.023
H -1.802277 0.522998 1.815205 -0.038 0.137 -0.080
H -3.073930 -0.164130 0.913320 0.031 -0.056 0.052
H 0.642089 -0.364646 -1.953480 -0.054 -0.286 0.194
H 2.985629 0.089485 -1.666203 -0.151 -0.127 -0.114
H 2.625090 1.083497 -0.172853 0.072 -0.285 0.067
H -1.014062 -1.424427 -1.759273 -0.125 -0.195 -0.111
H -2.466131 -0.406653 -1.819997 0.187 0.048 -0.043
H -2.447359 -1.770896 -0.746460 0.204 -0.249 0.029
H 1.388985 -1.130265 1.068614 0.069 -0.169 0.058
H 2.546295 -2.080839 0.881769 0.123 -0.032 -0.086
O 1.871765 -1.838921 1.519088 -0.232 0.173 0.047
```
Forces are in eV/Å.

Here are the Löwdin charges for atoms 1 to 4, given in e: -0.0426 0.1174 -0.3580 -0.2747

Entry 3:
The following is a quantum chemistry calculation of a cluster of 2 separate species, C6H13NO in total, from the OMol25 dataset.

relative energy (zero: lowest compared OMol25 entry of this formula, charge and spin)	248.8	kJ/mol
LUMO energy	0.93	eV
Kohn-Sham gap	8.96	eV
SMILES	C=CCN/C=C/C.O

XYZ file:
```
21
Properties=species:S:1:pos:R:3:forces:R:3
C -0.016024 -2.417082 2.686060 0.527 -0.006 0.465
C -0.816506 -1.257604 2.181857 -0.411 -0.180 -0.114
C -1.096749 -1.084418 0.896583 0.318 0.315 -0.272
N -1.794271 0.029206 0.384311 -0.071 -0.494 0.451
C -1.188896 1.347265 0.497908 -0.010 0.429 -0.034
C -1.180961 2.636938 -1.673345 -0.526 -0.251 0.049
C -0.621950 1.789947 -0.816907 0.020 0.723 -0.218
H 1.035824 -2.347932 2.422171 0.153 0.030 -0.252
H 0.002683 -2.551501 3.762467 -0.288 0.437 0.290
H -0.384506 -3.362722 2.333145 -0.211 -0.432 -0.533
H -1.282838 -0.562453 2.867500 0.163 0.063 0.242
H -0.694518 -1.750270 0.134961 -0.124 -0.326 0.135
H -2.175454 -0.171981 -0.523862 0.069 0.297 -0.183
H -0.422993 1.323934 1.271472 0.169 -0.277 -0.086
H -1.895313 2.081822 0.872412 -0.423 0.157 -0.163
H -2.135266 3.112481 -1.461673 0.053 -0.008 0.014
H -0.764252 2.804512 -2.661872 0.116 0.148 0.218
H 0.335913 1.413553 -1.109007 0.478 -0.627 -0.009
H 4.722885 -1.011816 -4.159477 0.377 0.354 0.277
H 5.761894 -0.001147 -3.554060 -0.190 -0.169 -0.241
O 5.129876 -0.695675 -3.338030 -0.189 -0.185 -0.036
```
Forces are in eV/Å.

Here are the Löwdin charges for atoms 1 to 4, given in e: -0.1194 -0.1595 -0.1891 -0.0500

Entry 4:
The following is a quantum chemistry calculation of an isolated molecule of C6H13NO in a non-equilibrium geometry, from the OMol25 dataset.

relative energy (zero: lowest compared OMol25 entry of this formula, charge and spin)	109.1	kJ/mol
LUMO energy	0.92	eV
Kohn-Sham gap	9.87	eV
SMILES	CCC(=O)N(C)CC

XYZ file:
```
21
Properties=species:S:1:pos:R:3:forces:R:3
O 0.568708 0.164399 2.017997 1.000 0.270 0.362
C 0.343340 0.265678 0.820535 -1.797 -0.283 1.810
N -0.295700 -0.795997 0.255654 -0.763 -0.641 -0.851
C -0.677876 -2.014245 1.044472 -0.315 1.984 0.266
C 0.996384 2.642337 1.139360 -0.433 0.413 0.928
C 0.104732 -1.245207 -2.113948 -2.566 -0.956 -0.207
C 0.513412 1.634365 0.158832 -0.986 -0.926 0.422
C -0.921602 -0.776856 -1.069149 -0.331 -0.414 0.104
H -1.676562 -1.872680 1.529409 0.435 -0.196 -0.817
H -0.041630 -2.174787 1.889738 0.800 0.009 0.126
H -0.627032 -2.827528 0.349494 -0.266 -0.623 -0.099
H 0.299104 2.889848 1.961168 0.363 -1.091 -0.028
H 1.004847 3.598799 0.695469 0.639 1.157 -1.110
H 1.968003 2.366320 1.477017 0.639 0.120 0.710
H -0.285566 -1.140983 -3.151981 0.423 -0.012 0.661
H 0.978445 -0.688415 -1.943285 1.359 0.481 -0.139
H 0.214930 -2.315082 -1.885911 0.606 0.288 -0.374
H -0.423079 2.034570 -0.189720 -0.718 -0.455 -0.516
H 1.147051 1.526775 -0.680312 0.836 0.131 -1.048
H -1.379776 0.178747 -1.300370 0.327 0.471 0.017
H -1.810133 -1.450058 -1.004468 0.749 0.272 -0.218
```
Forces are in eV/Å.

Here are the Löwdin charges for atoms 1 to 4, given in e: 0.0350 -0.4420 -0.1148 -0.0178

Entry 5:
The following is a quantum chemistry calculation of a cluster of 2 separate species, C6H13NO in total in a non-equilibrium geometry, from the OMol25 dataset.

relative energy (zero: lowest compared OMol25 entry of this formula, charge and spin)	393.1	kJ/mol
LUMO energy	0.80	eV
Kohn-Sham gap	8.72	eV
SMILES	C/C=C/C/C=C/N.O

XYZ file:
```
21
Properties=species:S:1:pos:R:3:forces:R:3
C 0.275175 0.291845 -0.803555 3.190 -4.486 -2.212
C 0.889575 -0.489415 -1.768209 -0.870 3.916 0.651
N 1.103576 -0.061030 -3.099322 -0.820 -1.218 -1.311
C 0.217599 -0.383067 0.512076 -0.229 -1.561 1.386
C -0.890347 0.330885 1.193178 -2.633 -3.086 0.726
C -2.173996 -0.142534 1.277913 2.051 1.443 1.554
C -3.163613 0.664666 2.034028 -1.638 0.375 1.918
H -0.333638 1.110469 -0.939145 -0.814 1.913 -0.691
H 1.397927 -1.346587 -1.407964 0.463 -0.880 -0.055
H 1.729006 -0.724735 -3.664717 -1.906 1.443 0.943
H 0.168136 0.223457 -3.547810 2.389 -0.765 0.509
H 1.094244 -0.330166 1.224265 -0.346 0.202 -1.133
H 0.037786 -1.516221 0.337783 -0.030 1.839 0.652
H -0.586629 1.200515 1.737207 -0.288 0.808 -0.084
H -2.553997 -1.153447 1.101850 0.722 0.257 -0.815
H -4.001693 0.938914 1.389815 -0.393 -0.410 0.100
H -3.577353 0.114158 2.990790 0.633 0.861 -1.942
H -2.854932 1.666319 2.397535 0.531 -0.677 -0.199
H 3.944643 -0.711177 -0.702503 2.160 2.339 0.949
H 4.589760 0.333352 0.248842 -1.501 3.617 8.458
O 4.688775 -0.016193 -0.512054 -0.671 -5.928 -9.405
```
Forces are in eV/Å.

Here are the Löwdin charges for atoms 1 to 4, given in e: -0.1122 -0.2187 -0.0102 -0.2649

Entry 6:
The following is a quantum chemistry calculation of a cluster of 2 separate species, C6H13NO in total in a non-equilibrium geometry, from the OMol25 dataset.

relative energy (zero: lowest compared OMol25 entry of this formula, charge and spin)	771.9	kJ/mol
LUMO energy	-2.04	eV
Kohn-Sham gap	5.85	eV

XYZ file:
```
21
Properties=species:S:1:pos:R:3:forces:R:3
C -0.197340 0.055050 1.796479 1.528 -1.699 1.874
C 0.259758 -1.457586 1.941141 -4.009 -0.345 -1.123
C 0.364761 1.052023 0.721126 -1.857 0.208 2.649
N 1.137075 0.549848 -0.343434 3.523 0.971 -3.479
C -0.381043 1.284150 -2.303936 0.885 0.352 0.852
C 0.364478 0.241474 -1.508052 -2.471 0.060 4.370
C -0.197614 -1.117346 -1.423902 -0.032 -2.316 -0.530
O 0.497403 -2.153108 -1.285985 0.172 0.927 0.399
H 0.115374 0.400889 2.822541 -0.791 0.483 -0.978
H -1.254147 -0.132579 1.750766 -0.710 1.073 0.030
H 1.259402 -1.583761 1.873378 3.272 -0.491 -0.492
H -0.066631 -1.899776 2.918140 0.095 0.784 -0.659
H -0.279058 -2.101721 1.144414 1.214 0.866 1.080
H 1.015362 1.745357 1.287048 -0.468 -0.112 -0.406
H -0.564164 1.577746 0.359620 0.978 0.013 0.264
H 2.005975 1.185931 -0.511045 -2.336 -1.368 0.062
H 0.433675 1.886555 -2.863136 -1.912 -0.803 0.228
H -1.151368 0.663678 -2.801547 0.650 0.940 -0.790
H -0.981303 1.974728 -1.586039 1.428 -0.869 -1.039
H -1.225234 -0.889726 -0.060871 1.239 0.995 -1.664
H -1.155351 -1.281822 -1.926712 -0.398 0.332 -0.647
```
Forces are in eV/Å.

Here are the Löwdin charges for atoms 1 to 4, given in e: -0.2405 -0.1121 -0.2632 -0.0268

Q: What is the LUMO energy in the fifth record?
A: 0.80 eV

Q: Which of these has the highest relative energy (zero: lowest compared OMol25 entry of this formula, charge and spin)?
A: number 1

Q: Among the records above, which one has the lowest Kohn-Sham gap?
A: number 1